The following is a DFT calculation (wB97M-V/def2-TZVPD) of a cluster of 2 separate species, CHBrOS2 in total at a distorted geometry.

Properties
HOMO-LUMO gap (eV): 9.148
SMILES: O=C=S.SBr

Element x y z (Å)
O (2.15, 0.33, 1.03)
C (1.63, 0.72, 0.06)
S (0.95, 1.08, -1.27)
S (-1.60, -0.53, 0.79)
Br (-0.97, -1.89, -0.70)
H (-2.16, 0.29, 0.08)

The following is a DFT calculation (wB97M-V/def2-TZVPD) of a structure of composition C36H37BeNP2Se at a distorted geometry.

Properties
HOMO-LUMO gap (eV): 7.693

Element x y z (Å)
Be (-4.51, -1.47, -0.38)
C (0.46, 2.93, -0.41)
C (-0.19, 3.91, -1.05)
C (-0.44, 4.18, -2.50)
C (-1.63, 3.47, -3.22)
C (-1.47, 2.00, -3.53)
C (-0.74, 1.17, -2.73)
C (0.74, 1.45, -2.49)
C (1.28, 1.87, -1.08)
C (-4.62, -3.06, -1.01)
H (0.53, 2.92, 0.69)
H (-0.54, 4.71, -0.39)
H (0.47, 4.08, -3.10)
H (-0.68, 5.26, -2.52)
H (-2.54, 3.55, -2.60)
H (-1.84, 4.05, -4.14)
H (-2.28, 1.59, -4.19)
H (-1.07, 0.21, -2.31)
H (1.06, 2.23, -3.19)
H (1.32, 0.55, -2.75)
H (1.40, 0.98, -0.45)
H (2.33, 2.20, -1.21)
H (-4.58, -3.74, -0.13)
H (-3.72, -3.31, -1.62)
H (-5.47, -3.39, -1.62)
P (-7.97, 1.94, -0.72)
P (-8.10, -0.34, -2.96)
C (-7.82, 2.35, -2.47)
C (-7.99, 1.40, -3.42)
C (-9.40, 3.08, -0.32)
C (-9.79, 4.19, -1.09)
C (-10.86, 5.00, -0.69)
C (-11.59, 4.68, 0.46)
C (-11.25, 3.54, 1.20)
C (-10.17, 2.75, 0.81)
C (-6.51, 2.91, -0.12)
C (-5.27, 2.29, -0.31)
C (-4.10, 2.90, 0.13)
C (-4.15, 4.17, 0.73)
C (-5.39, 4.81, 0.88)
C (-6.57, 4.19, 0.46)
C (-9.71, -0.68, -3.90)
C (-10.87, 0.01, -3.50)
C (-12.08, -0.21, -4.16)
C (-12.15, -1.10, -5.23)
C (-11.00, -1.77, -5.65)
C (-9.78, -1.56, -4.99)
C (-6.85, -1.07, -4.08)
C (-6.45, -2.40, -3.79)
C (-5.48, -3.03, -4.57)
C (-4.91, -2.36, -5.66)
C (-5.30, -1.05, -5.95)
C (-6.25, -0.39, -5.15)
H (-7.59, 3.39, -2.71)
H (-8.11, 1.65, -4.47)
H (-9.27, 4.44, -2.02)
H (-11.12, 5.89, -1.27)
H (-12.42, 5.31, 0.78)
H (-11.82, 3.28, 2.09)
H (-9.91, 1.86, 1.38)
H (-5.23, 1.31, -0.81)
H (-3.14, 2.39, -0.01)
H (-3.24, 4.66, 1.07)
H (-5.44, 5.81, 1.31)
H (-7.53, 4.70, 0.58)
H (-10.82, 0.72, -2.68)
H (-12.98, 0.31, -3.83)
H (-13.10, -1.27, -5.74)
H (-11.04, -2.47, -6.48)
H (-8.89, -2.09, -5.34)
H (-6.90, -2.91, -2.93)
H (-5.17, -4.04, -4.31)
H (-4.15, -2.86, -6.26)
H (-4.85, -0.53, -6.80)
H (-6.52, 0.64, -5.38)
Se (-0.75, -1.15, 1.87)
C (-2.26, -1.01, 1.03)
N (-3.30, -0.96, 0.42)

The following is a DFT calculation (wB97M-V/def2-TZVPD) of a structure of composition C4H6BrO3 at a distorted geometry.

Properties
HOMO-LUMO gap (eV): 8.540
Net charge: -1

Element x y z (Å)
C (0.24, 1.48, -0.09)
C (0.06, -0.36, 1.87)
C (0.23, -0.63, -1.84)
C (-0.09, 0.07, 0.42)
O (-0.36, 2.30, -0.74)
O (1.43, 1.49, 0.32)
O (0.29, -0.91, -0.40)
Br (-2.62, -0.39, 0.33)
H (0.48, -1.34, 1.93)
H (0.92, 0.12, 2.30)
H (-0.90, -0.12, 2.26)
H (-0.04, -1.59, -2.35)
H (1.18, -0.10, -2.06)
H (-0.80, -0.01, -1.95)

The following is a DFT calculation (wB97M-V/def2-TZVPD) of a cluster of 3 separate species, C3H11NOS2 in total at a distorted geometry.

Properties
HOMO-LUMO gap (eV): 5.969

Element x y z (Å)
S (-3.51, 0.06, -0.94)
S (3.90, -0.18, 0.09)
C (2.17, -0.44, -0.40)
C (1.14, 0.36, 0.41)
N (-0.18, -0.19, 0.16)
C (-0.67, -0.05, -1.20)
H (3.94, 1.16, 0.13)
H (2.01, -1.43, 0.05)
H (2.07, -0.26, -1.46)
H (1.35, 0.17, 1.46)
H (1.22, 1.44, 0.23)
H (-0.85, 0.22, 0.80)
H (-0.80, 1.00, -1.48)
H (-0.10, -0.69, -1.86)
H (-1.70, -0.51, -1.15)
H (-2.96, 0.71, 1.37)
H (-3.02, 0.23, 2.83)
O (-2.40, 0.51, 2.14)

The following is a DFT calculation (wB97M-V/def2-TZVPD) of an isolated molecule of C5H13NO at a distorted geometry.

Properties
HOMO-LUMO gap (eV): 10.295
SMILES: CCNCCCO

Element x y z (Å)
C (0.22, -2.81, -0.37)
C (-0.31, -1.95, 0.75)
N (-0.53, -0.56, 0.34)
C (0.16, 0.39, 1.13)
C (-0.08, 1.83, 0.63)
C (0.58, 2.04, -0.73)
O (-0.05, 1.31, -1.77)
H (0.75, -2.23, -1.17)
H (-0.65, -3.35, -0.87)
H (0.74, -3.67, -0.04)
H (-1.16, -2.32, 1.25)
H (0.37, -2.12, 1.60)
H (-1.55, -0.38, 0.43)
H (1.23, 0.18, 1.17)
H (-0.12, 0.28, 2.20)
H (0.32, 2.65, 1.27)
H (-1.18, 2.03, 0.59)
H (0.55, 3.10, -1.13)
H (1.63, 1.73, -0.75)
H (-0.18, 0.53, -1.26)

The following is a DFT calculation (wB97M-V/def2-TZVPD) of an isolated molecule of C30H27ClN2O3.

Properties
HOMO-LUMO gap (eV): 8.456
SMILES: CCOc1ccccc1NC(=O)c1ccc(Cl)c(NC(=O)CC(c2ccccc2)c2ccccc2)c1

Element x y z (Å)
C (-1.72, -2.32, 2.52)
C (-3.06, -2.54, 1.85)
O (-3.46, -1.31, 1.29)
C (-4.64, -1.23, 0.59)
C (-5.58, -2.23, 0.50)
C (-6.75, -2.02, -0.23)
C (-6.97, -0.81, -0.86)
C (-6.02, 0.20, -0.78)
C (-4.86, 0.00, -0.06)
N (-3.84, 0.95, 0.06)
C (-3.70, 2.15, -0.55)
O (-4.55, 2.67, -1.25)
C (-2.39, 2.83, -0.28)
C (-2.34, 4.21, -0.44)
C (-1.15, 4.89, -0.24)
C (-0.02, 4.19, 0.12)
Cl (1.48, 5.05, 0.36)
C (-0.04, 2.80, 0.29)
N (1.13, 2.14, 0.64)
C (1.28, 0.86, 1.08)
O (0.37, 0.09, 1.28)
C (2.74, 0.48, 1.25)
C (3.39, 0.34, -0.14)
C (4.81, -0.18, 0.02)
C (5.79, 0.69, 0.47)
C (7.09, 0.26, 0.65)
C (7.43, -1.06, 0.40)
C (6.46, -1.93, -0.05)
C (5.15, -1.50, -0.24)
C (2.53, -0.49, -1.06)
C (2.28, -0.04, -2.35)
C (1.47, -0.76, -3.21)
C (0.90, -1.95, -2.79)
C (1.14, -2.41, -1.51)
C (1.96, -1.69, -0.65)
C (-1.24, 2.13, 0.07)
H (-1.02, -1.87, 1.82)
H (-1.83, -1.64, 3.37)
H (-1.32, -3.26, 2.87)
H (-3.81, -2.88, 2.58)
H (-2.98, -3.30, 1.06)
H (-5.43, -3.18, 0.99)
H (-7.48, -2.81, -0.29)
H (-7.88, -0.65, -1.42)
H (-6.18, 1.14, -1.28)
H (-3.08, 0.62, 0.65)
H (-3.23, 4.73, -0.73)
H (-1.10, 5.96, -0.37)
H (1.95, 2.73, 0.61)
H (2.79, -0.47, 1.79)
H (3.27, 1.23, 1.84)
H (3.47, 1.35, -0.58)
H (5.54, 1.73, 0.66)
H (7.84, 0.95, 1.00)
H (8.44, -1.40, 0.54)
H (6.71, -2.96, -0.26)
H (4.41, -2.19, -0.60)
H (2.72, 0.89, -2.68)
H (1.28, -0.39, -4.21)
H (0.26, -2.51, -3.46)
H (0.70, -3.33, -1.17)
H (2.13, -2.06, 0.35)
H (-1.23, 1.06, 0.16)

Calculated energy above the lowest of the compared OMol25 structures with the same formula, charge and spin (kcal per mole), listed in the same order as above: 4.4; 23.6; 50.2; 95.4; 39.7; 0.0